Record 1
Computed, not measured: a gas-phase ion, C3H8FNP (charge +1), with ωB97M-V/def2-TZVPD.

Properties
- charge = +1
- HOMO level (hartree) = -0.50727
- SMILES string = [NH3+][C@@H]1C[C@@]1(F)P
- electronic energy (Eh) = -614.73714

Geometry as XYZ:
```
14
Properties=species:S:1:pos:R:3:forces:R:3:mulliken_charge:R:1
C 0.9585 -0.2063 -0.7020 1.2 0.0 -0.2 -0.600
C -0.4726 -0.5012 -0.5973 -2.1 1.9 -1.0 -0.255
C 0.1968 0.6753 0.2259 -0.4 -2.0 0.0 0.430
N -0.9601 -1.5672 0.2520 0.5 -3.7 0.3 -0.317
F 0.2495 0.0587 1.5122 0.4 1.1 0.3 -0.347
P -0.1329 2.4959 0.4700 0.1 0.6 -1.4 -0.123
H 1.6085 -0.9204 -0.1886 0.1 0.3 -0.3 0.266
H 1.3483 0.2109 -1.6367 -0.2 -0.2 0.4 0.282
H -1.2657 -0.3769 -1.3443 1.0 0.6 -0.3 0.371
H -1.9120 -1.9474 0.0296 0.9 0.8 -0.1 0.387
H -0.9943 -1.1651 1.1976 0.3 -0.7 0.4 0.343
H -0.3102 -2.4665 0.1848 -1.5 2.3 0.7 0.372
H 0.6815 3.0493 -0.6359 -0.9 -0.8 0.5 0.095
H 1.0047 2.6608 1.2325 0.5 -0.2 0.8 0.095
```
Forces are in eV/Å.


Record 2
Computed, not measured: a molecular structure, C3H3KO, with ωB97M-V/def2-TZVPD.

Properties
- charge = +1
- HOMO level (spin up / spin down) (hartree) = -0.45375 / -0.53930
- expectation value of S² = 0.7526
- 2S+1 = 2
- electronic energy (Eh) = -790.88342

Geometry as XYZ:
```
8
Properties=species:S:1:pos:R:3:forces:R:3:lowdin_spin:R:1
O -1.8710 0.0259 0.3227 0.3 0.5 0.3 0.300
C -1.5576 0.9507 0.9947 -0.2 -0.6 -0.5 0.582
H -2.1913 1.8511 1.1778 0.0 0.0 0.0 0.113
C 2.3699 0.7362 0.0326 0.8 -0.6 -1.5 0.002
C 1.8900 -0.2149 -0.7119 -0.1 0.8 1.0 0.002
H 3.2563 0.5461 0.6555 -0.5 0.0 0.2 0.000
H 2.3064 1.7580 -0.3770 -0.4 -0.2 0.3 0.000
K -0.5800 -2.0937 -1.2939 0.1 0.2 0.1 0.001
```
Forces are in eV/Å.


Record 3
Computed, not measured: 8 unconnected molecules or ions with the total composition C20H37Br14F3N2O2P, with ωB97M-V/def2-TZVPD.

Properties
- charge = -1
- HOMO level (hartree) = -0.17734
- electronic energy (Eh) = -37721.18193

Geometry as XYZ:
```
79
Properties=species:S:1:pos:R:3:forces:R:3:mulliken_charge:R:1
N -0.8609 2.1530 -5.5977 -0.9 0.2 -0.7 -0.686
P -2.4516 2.1863 -5.3801 1.8 -1.1 -0.3 0.249
C -2.8577 1.0724 -3.8617 -0.5 -0.4 -0.8 -0.160
N -1.5611 0.6221 -3.3066 -1.5 0.5 1.4 0.032
C -1.3356 1.0565 -1.9035 2.1 0.3 -0.2 -0.418
C -0.0857 2.1064 -1.9408 0.2 -0.7 -0.6 0.051
C 1.3172 1.3603 -2.0512 -0.4 -1.1 0.2 0.167
F 2.5072 2.1923 -1.9780 -1.3 -1.4 -0.2 -0.357
C 1.5231 -0.0343 -2.2171 0.0 3.5 -0.1 0.253
F 1.6399 -0.6919 -3.4831 -0.2 0.0 4.3 -0.162
F 1.6791 -0.9082 -1.0975 -0.1 0.1 -3.7 -0.113
C -3.7383 -0.2166 -4.2448 -3.4 -3.6 -1.8 0.201
O -3.8743 -1.0936 -3.3124 1.1 2.7 -1.7 -0.643
O -4.3537 -0.4244 -5.4528 2.9 2.2 4.0 -0.723
H -0.6639 1.7875 -6.5408 0.0 0.4 0.6 0.205
H -2.9588 3.5051 -5.0936 -0.1 -0.6 0.0 0.039
H -3.1115 1.7398 -6.5679 -0.4 0.3 0.8 0.051
H -3.4725 1.7309 -3.1533 0.9 -1.1 -0.7 0.311
H -1.4006 -0.3824 -3.4444 -0.7 0.7 0.2 0.244
H -2.2088 1.6061 -1.4220 0.9 -1.0 -0.7 0.274
H -1.0155 0.1492 -1.2689 -0.7 1.3 -0.7 -0.079
H -0.2109 2.7163 -2.9146 0.1 -0.7 1.6 0.164
H -0.0915 2.7570 -1.0039 0.2 -0.8 -1.1 0.061
Br 4.3391 2.4511 1.7095 0.0 0.0 -0.2 -0.091
C 4.5614 4.1993 0.8794 0.2 -0.1 0.2 -0.527
C 3.4935 5.1612 1.3376 -0.2 0.2 -0.2 -0.538
Br 1.7957 4.8116 0.4476 0.1 0.0 0.1 -0.115
H 4.5657 4.0412 -0.1992 -0.1 0.0 0.2 0.428
H 5.5487 4.5408 1.1965 -0.1 0.0 0.0 0.256
H 3.7538 6.1844 1.0610 0.1 -0.1 0.0 0.378
H 3.3052 5.1170 2.4104 0.1 -0.1 -0.2 0.231
Br 8.4308 3.6688 2.6601 0.0 0.1 0.1 -0.142
C 8.2671 4.2071 4.5264 0.2 -0.2 -0.1 -0.598
C 7.0301 3.6193 5.1586 -0.2 0.1 0.2 -0.547
Br 5.4291 4.5809 4.6059 0.2 0.1 0.0 -0.175
H 8.2845 5.2966 4.5461 -0.1 -0.2 0.0 0.354
H 9.1662 3.8247 5.0124 -0.1 0.0 0.0 0.355
H 7.0652 3.7261 6.2441 0.1 0.0 -0.1 0.362
H 6.8734 2.5701 4.9071 0.1 0.2 -0.1 0.375
Br -6.1504 -1.7127 -9.4663 0.0 0.0 0.0 -0.162
C -6.8769 -1.3667 -7.6889 0.1 -0.1 0.1 -0.489
C -8.2602 -0.7714 -7.7720 0.0 0.1 0.1 -0.532
Br -8.1932 1.1173 -8.2516 -0.1 0.0 -0.1 -0.158
H -6.1607 -0.7270 -7.1697 0.0 -0.1 0.0 0.309
H -6.9062 -2.3413 -7.1998 0.0 0.1 0.0 0.327
H -8.7488 -0.7990 -6.7967 0.1 0.0 -0.1 0.343
H -8.8984 -1.2628 -8.5066 0.2 0.1 0.1 0.375
Br -0.6244 -5.7067 -1.2900 0.1 0.1 0.0 -0.134
C 0.3426 -4.2696 -0.3945 0.1 -0.3 0.1 -0.455
C -0.4771 -3.6708 0.7221 -0.1 0.5 0.0 -0.625
Br -1.8563 -2.4833 0.0288 0.0 -0.2 0.0 -0.101
H 0.6193 -3.5462 -1.1611 -0.1 0.0 0.2 0.252
H 1.2465 -4.7383 -0.0004 -0.1 0.1 0.0 0.340
H 0.1456 -3.0408 1.3605 0.1 -0.1 -0.1 0.370
H -0.9799 -4.4172 1.3372 0.1 0.0 -0.2 0.356
Br -4.7109 -1.9586 3.3716 0.1 0.0 -0.1 -0.145
C -2.9843 -1.1652 3.8055 -0.1 -0.1 0.2 -0.302
C -3.0726 0.3397 3.8655 0.1 0.2 -0.1 -0.401
Br -3.1242 1.1174 2.0803 -0.1 0.0 0.1 -0.096
H -2.2725 -1.5259 3.0622 -0.1 0.2 0.0 0.063
H -2.7217 -1.5743 4.7829 0.0 0.1 -0.1 0.368
H -2.1795 0.7587 4.3314 -0.1 -0.1 -0.1 0.086
H -3.9550 0.6994 4.3951 0.1 -0.2 -0.1 0.393
Br -0.1551 -7.4018 4.3070 0.1 0.1 0.0 -0.126
C 0.6650 -6.5511 2.7567 -0.3 -0.1 0.0 -0.478
C 1.7474 -7.4189 2.1651 0.2 0.1 -0.1 -0.513
Br 3.3779 -7.3417 3.2306 -0.1 -0.1 0.0 -0.146
H 1.0247 -5.5750 3.0825 0.1 -0.2 -0.1 0.426
H -0.1499 -6.4139 2.0438 0.1 -0.1 0.0 0.145
H 2.0359 -7.0541 1.1778 -0.1 0.0 0.1 0.285
H 1.4655 -8.4689 2.0905 0.0 0.2 0.1 0.413
Br 3.1079 2.3291 5.7553 -0.2 0.0 0.0 -0.088
C 1.6634 1.0489 6.0218 0.3 -0.1 0.2 -0.542
C 1.4018 0.2604 4.7628 -0.3 0.0 -0.1 -0.719
Br 0.4083 1.3170 3.4613 0.2 -0.1 0.0 -0.062
H 0.7966 1.6124 6.3668 0.1 -0.1 -0.2 0.346
H 2.0067 0.3927 6.8235 -0.1 0.0 -0.1 0.353
H 0.7672 -0.6025 4.9733 0.1 0.1 0.1 0.339
H 2.3129 -0.0775 4.2688 -0.1 0.1 0.1 0.416
```
Forces are in eV/Å.


Record 4
Computed, not measured: a molecular structure, C18H30NO5P2SZn, with ωB97M-V/def2-TZVPD.

Properties
- charge = +1
- HOMO level (hartree) = -0.41283
- electronic energy (Eh) = -3994.93093

Geometry as XYZ:
```
58
Properties=species:S:1:pos:R:3:forces:R:3:mulliken_charge:R:1
Zn -0.5906 -0.2873 0.1734 1.0 1.6 -1.0 -0.036
P 0.3446 -1.0456 -1.9518 -0.5 -0.4 0.5 1.164
C -0.9902 -0.4612 -3.0922 0.7 -1.0 -0.7 -1.395
C -2.1211 0.2723 -2.4186 -0.5 -1.1 0.6 0.471
N -1.9790 0.6076 -1.1163 0.5 -0.2 -0.3 0.253
C -2.8987 1.2998 -0.4327 -0.3 -0.5 -0.6 0.952
C -4.1308 1.4920 -1.0126 -0.5 0.3 -0.2 -0.836
C -4.3584 1.0527 -2.3149 0.0 0.0 -0.4 -0.406
C -3.3471 0.4282 -3.0486 0.2 0.8 0.4 -0.924
C -2.5645 1.7618 0.9545 0.0 0.2 0.5 -1.523
P -0.7598 1.9082 1.2357 0.6 -0.6 0.4 0.916
H -3.4545 0.1276 -4.0848 -0.2 0.0 0.2 0.506
H -4.9002 1.9747 -0.4235 -0.1 0.1 -0.2 0.507
H -5.3173 1.2284 -2.7961 0.1 -0.1 0.2 0.425
H -3.0358 2.7118 1.1739 -0.4 0.2 -0.1 0.581
H -2.9357 1.0632 1.7062 -0.1 -0.2 0.0 0.408
H -0.5100 0.1171 -3.8504 0.4 1.3 -0.3 0.517
H -1.2749 -1.2935 -3.7890 -0.5 0.3 1.1 0.602
H 0.4728 2.3264 -3.4182 -0.1 -0.4 1.6 0.244
O 0.3996 2.7825 -4.2334 -0.8 0.9 -0.2 -0.599
H 0.9558 2.2546 -4.7698 0.9 -0.6 -1.4 0.337
H 2.3925 1.2719 -0.4635 0.6 -0.9 0.0 0.256
O 2.0565 2.1435 -0.6032 -0.8 1.2 -0.4 -0.568
H 2.4067 2.5106 -1.4282 0.2 -0.4 0.4 0.275
C -0.4127 3.6648 0.8827 0.2 -0.1 -0.2 -1.259
H -1.2100 4.2984 1.2876 0.1 -0.2 0.0 0.445
H 0.5447 3.9443 1.3414 -0.2 -0.1 -0.2 0.382
H -0.3507 3.8189 -0.2019 0.1 0.0 0.3 0.313
C -0.4814 1.6583 3.0257 -0.2 0.4 0.0 -1.365
H 0.6034 1.6798 3.2040 -0.4 0.0 -0.1 0.340
H -0.9752 2.4298 3.6298 0.1 -0.2 -0.1 0.471
H -0.8453 0.6612 3.3078 0.1 0.3 -0.1 0.380
C -0.2069 -2.7595 -1.7042 0.2 -0.5 -0.1 -1.518
H -0.4007 -3.2474 -2.6641 0.0 0.0 0.1 0.494
H 0.5536 -3.3247 -1.1608 0.0 0.2 0.0 0.371
H -1.1115 -2.7878 -1.0860 0.1 0.1 -0.2 0.372
C 1.9078 -1.1717 -2.8745 0.0 0.2 -0.3 -1.178
H 2.6259 -1.7158 -2.2462 -0.2 0.1 -0.1 0.353
H 1.7666 -1.7136 -3.8195 0.0 0.1 0.2 0.431
H 2.3178 -0.1738 -3.0951 -0.1 -0.3 0.1 0.322
C 2.5025 -5.6799 6.1077 0.0 -0.3 0.2 -1.387
C 2.1410 -4.6956 5.0269 0.3 0.2 0.0 0.951
C 3.0733 -3.7154 4.6600 -0.1 0.1 -0.2 -0.722
C 2.7738 -2.8013 3.6558 0.1 0.3 -0.1 -0.760
C 1.5298 -2.8520 3.0094 0.1 0.0 0.1 0.083
C 0.5970 -3.8192 3.3758 0.2 0.4 -0.3 -0.185
C 0.9068 -4.7280 4.3780 0.2 -0.1 0.2 -0.733
S 1.2933 -1.7002 1.6477 0.0 -0.5 1.0 1.853
O 1.7266 -0.3890 2.1167 -0.2 -0.7 -0.7 -0.683
O 1.9989 -2.2714 0.5117 -0.5 0.6 0.2 -0.655
O -0.2469 -1.6666 1.3869 1.2 -0.6 0.6 -0.725
H 3.3987 -6.2645 5.8391 -0.3 0.2 0.0 0.326
H 2.7289 -5.1711 7.0598 -0.1 -0.1 -0.4 0.326
H 1.6838 -6.3857 6.2891 0.2 0.1 0.0 0.343
H 4.0460 -3.6751 5.1690 -0.5 0.0 -0.3 0.356
H 3.5078 -2.0352 3.3734 -0.4 -0.4 0.1 0.387
H -0.3586 -3.8440 2.8741 -0.1 -0.1 0.0 0.439
H 0.1873 -5.4857 4.6722 0.0 0.1 -0.1 0.306
```
Forces are in eV/Å.


Question: What is the charge in the first record?
Answer: +1


Question: Look up the charge of the fourth one.
Answer: +1


Copy entry 2 word for word.
Computed, not measured: a molecular structure, C3H3KO, with ωB97M-V/def2-TZVPD.

Properties
- charge = +1
- HOMO level (spin up / spin down) (hartree) = -0.45375 / -0.53930
- expectation value of S² = 0.7526
- 2S+1 = 2
- electronic energy (Eh) = -790.88342

Geometry as XYZ:
```
8
Properties=species:S:1:pos:R:3:forces:R:3:lowdin_spin:R:1
O -1.8710 0.0259 0.3227 0.3 0.5 0.3 0.300
C -1.5576 0.9507 0.9947 -0.2 -0.6 -0.5 0.582
H -2.1913 1.8511 1.1778 0.0 0.0 0.0 0.113
C 2.3699 0.7362 0.0326 0.8 -0.6 -1.5 0.002
C 1.8900 -0.2149 -0.7119 -0.1 0.8 1.0 0.002
H 3.2563 0.5461 0.6555 -0.5 0.0 0.2 0.000
H 2.3064 1.7580 -0.3770 -0.4 -0.2 0.3 0.000
K -0.5800 -2.0937 -1.2939 0.1 0.2 0.1 0.001
```
Forces are in eV/Å.